Below is 13 unconnected molecules or ions with the total composition C42H93B7F28N9O3, with properties calculated with ωB97M-V/def2-TZVPD.

Structure (ORCA input):
```
! wB97M-V def2-TZVPD RIJCOSX def2/J DEFGRID3
* xyz -1 1
C 1.85 0.29 -4.84
C 2.33 1.67 -4.40
N 1.76 2.93 -5.07
C 1.92 2.73 -6.53
C 0.30 3.06 -4.57
C -0.56 4.07 -5.29
C 2.57 4.06 -4.44
C 3.82 4.45 -5.22
O 4.53 3.20 -5.41
C 5.89 3.28 -5.89
H 1.98 0.18 -5.95
H 0.80 0.14 -4.84
H 2.51 -0.44 -4.36
H 3.40 1.85 -4.50
H 2.13 1.95 -3.38
H 2.81 2.16 -6.76
H 1.98 3.66 -7.11
H 1.09 2.17 -6.92
H 0.37 3.23 -3.51
H -0.10 2.08 -4.72
H -0.35 5.12 -5.08
H -1.50 3.90 -4.83
H -0.60 3.96 -6.37
H 2.89 3.74 -3.44
H 1.93 4.89 -4.44
H 4.39 5.17 -4.62
H 3.77 4.92 -6.19
H 6.45 4.09 -5.39
H 6.02 3.39 -6.99
H 6.26 2.38 -5.51
C 0.62 2.28 2.72
C -0.63 2.94 3.29
N -1.59 3.60 2.42
C -0.94 4.77 1.76
C -2.21 2.66 1.50
C -3.05 3.19 0.37
C -2.71 4.14 3.26
C -2.86 3.54 4.69
O -3.17 2.20 4.66
C -4.57 2.04 4.74
H 1.36 2.25 3.58
H 1.00 2.92 1.95
H 0.49 1.25 2.34
H -0.27 3.68 4.00
H -1.18 2.19 3.82
H -1.76 5.32 1.28
H -0.21 4.49 1.05
H -0.47 5.36 2.53
H -2.70 1.97 2.12
H -1.35 2.12 1.05
H -3.82 3.86 0.72
H -3.53 2.33 -0.08
H -2.34 3.68 -0.30
H -3.69 4.01 2.83
H -2.65 5.24 3.36
H -3.70 4.16 5.07
H -1.93 3.69 5.22
H -4.77 0.95 4.83
H -5.09 2.31 3.81
H -5.02 2.58 5.57
C 3.35 -3.18 0.68
C 4.58 -2.46 0.07
N 5.55 -1.92 1.07
C 6.34 -2.99 1.67
C 6.51 -1.10 0.22
C 7.55 -0.43 0.99
C 4.83 -1.15 2.04
C 4.06 0.05 1.50
O 4.81 1.13 1.19
C 4.07 2.26 0.83
H 3.52 -4.19 1.11
H 2.67 -3.29 -0.17
H 2.70 -2.65 1.35
H 4.37 -1.63 -0.61
H 5.01 -3.23 -0.57
H 7.32 -2.61 1.99
H 6.57 -3.73 0.92
H 5.84 -3.52 2.48
H 5.92 -0.33 -0.32
H 6.94 -1.86 -0.47
H 7.17 0.36 1.61
H 8.20 0.08 0.25
H 8.21 -1.14 1.50
H 5.54 -0.85 2.84
H 4.19 -1.93 2.46
H 3.34 0.24 2.34
H 3.46 -0.33 0.68
H 3.40 2.54 1.67
H 3.45 1.98 -0.02
H 4.70 3.12 0.60
C -2.86 -6.56 -4.39
C -2.74 -5.01 -4.08
N -2.72 -4.83 -2.59
C -3.79 -4.31 -1.90
C -3.43 -4.19 -0.60
N -2.11 -4.68 -0.54
C -1.73 -5.02 -1.74
C -1.35 -4.53 0.69
H -3.02 -6.66 -5.44
H -3.61 -7.03 -3.74
H -1.88 -7.04 -4.16
H -3.63 -4.58 -4.45
H -1.92 -4.52 -4.61
H -4.63 -3.86 -2.41
H -4.01 -4.11 0.27
H -0.72 -5.19 -2.10
H -0.58 -3.76 0.49
H -0.83 -5.48 0.83
H -2.03 -4.34 1.51
C -1.54 -2.62 6.07
C -2.41 -2.16 4.99
N -3.81 -1.93 5.48
C -4.89 -1.69 4.69
C -5.98 -1.42 5.50
N -5.46 -1.46 6.84
C -4.15 -1.77 6.77
C -6.19 -1.05 8.02
H -1.83 -3.50 6.65
H -1.24 -1.80 6.74
H -0.62 -2.99 5.64
H -2.48 -2.88 4.19
H -2.02 -1.27 4.51
H -4.86 -1.72 3.63
H -7.02 -1.25 5.25
H -3.49 -1.77 7.66
H -6.93 -0.33 7.79
H -5.52 -0.60 8.79
H -6.73 -1.90 8.42
C 1.41 -0.13 -1.21
C 0.22 0.21 -2.02
N -1.03 -0.14 -1.34
C -2.27 -0.06 -1.92
C -3.19 -0.42 -0.97
N -2.47 -0.71 0.17
C -1.20 -0.48 -0.01
C -3.03 -1.37 1.31
H 1.46 -1.23 -1.07
H 1.43 0.45 -0.25
H 2.33 0.12 -1.70
H 0.25 -0.21 -2.97
H 0.23 1.31 -2.10
H -2.43 0.10 -2.98
H -4.28 -0.59 -0.98
H -0.41 -0.60 0.72
H -2.21 -1.61 2.00
H -3.51 -2.28 0.99
H -3.74 -0.73 1.87
B -4.93 -4.78 2.80
F -5.45 -4.53 1.53
F -5.90 -4.40 3.75
F -4.60 -6.17 2.87
F -3.74 -4.04 3.08
B 5.76 0.48 -2.67
F 4.36 0.33 -2.31
F 5.93 1.17 -3.87
F 6.32 1.23 -1.66
F 6.33 -0.91 -2.76
B 1.78 4.32 -0.36
F 2.12 4.68 0.98
F 0.95 5.33 -0.94
F 2.93 4.01 -1.15
F 0.94 3.14 -0.20
B 1.65 -3.31 -3.01
F 2.74 -2.46 -3.07
F 1.05 -3.41 -4.35
F 2.21 -4.62 -2.74
F 0.65 -3.08 -1.98
B -6.30 1.44 1.00
F -7.31 1.31 1.93
F -6.30 2.82 0.43
F -5.03 1.22 1.67
F -6.26 0.52 -0.07
B -1.82 0.83 -6.18
F -0.53 0.79 -6.72
F -1.69 0.76 -4.76
F -2.41 2.13 -6.49
F -2.69 -0.19 -6.61
B 0.86 -1.57 3.67
F 2.17 -1.82 4.15
F 0.14 -0.68 4.55
F 1.00 -0.91 2.32
F 0.14 -2.75 3.47
*
```

Lowest unoccupied orbital energy, eV: 1.08
Largest force on an atom, hartree/bohr: 0.0572